The following is a quantum chemistry calculation of a 5-piece molecular cluster, C45H98F9N5O16PS2 overall at a distorted geometry, from OMol25.

Geometry (Å):
S1 4.30851 0.04851 -4.74527
S2 6.18242 -3.38211 3.86918
P1 5.21408 1.27919 -3.58000
F1 5.89382 -1.60995 5.77533
F2 6.76955 -2.70471 2.54657
F3 8.51670 -0.98472 3.57239
F4 7.74567 0.10603 5.28058
F5 5.58745 -4.07071 5.15972
F6 4.83162 -2.54719 3.67351
F7 7.50762 -4.22434 4.00634
F8 7.85858 -2.46814 5.66348
F9 5.56107 -4.51920 2.97485
O1 -1.94429 -4.95613 -0.30171
O2 -2.81009 -5.23756 -3.35423
O3 -1.06465 -5.32042 -11.01089
O4 5.05633 5.19272 3.92590
O5 -1.11902 -2.89008 -2.35751
O6 -5.26474 -1.57698 1.91004
O7 6.50796 0.69302 -2.82570
O8 -9.04361 4.48482 8.04910
O9 -7.74534 -0.50356 3.35297
O10 -3.08075 -6.23012 -8.54214
O11 -1.68556 -3.55006 -8.59817
O12 5.87385 2.49636 -4.39563
O13 -6.83727 1.03821 0.90082
O14 -8.24364 1.62240 8.60937
O15 -10.49555 1.90040 6.56837
O16 4.30495 3.07449 3.76728
N1 1.99404 -0.17162 -0.25911
N2 3.74070 -1.12979 -1.64877
N3 1.57417 -0.77196 -2.49593
N4 6.16804 3.12853 -1.20871
N5 9.06850 6.01001 -2.57447
C1 -2.95910 -3.84398 -9.14007
C2 7.14778 3.91567 4.31351
C3 4.57329 4.34050 0.88963
C4 6.03317 4.77073 4.90906
C5 -0.61657 -4.46413 -8.75383
C6 3.96833 3.17875 0.09131
C7 3.72175 3.39036 -2.84424
C8 2.82177 1.26437 -2.02729
C9 8.32678 5.37731 -1.49584
C10 -0.67032 -4.11033 -2.92045
C11 -7.74424 3.95943 7.89166
C12 -1.36740 -4.64116 -12.21025
C13 3.66252 4.67567 2.09927
C14 6.10881 4.29778 -2.18075
C15 -4.17468 -1.65554 2.79948
C16 7.37630 -0.68660 4.22846
C17 -10.51622 1.09097 7.72624
C18 -6.85709 0.59560 3.32777
C19 -7.70007 2.46709 7.61749
C20 -7.68566 -1.49694 2.34628
C21 4.68853 4.58156 -2.66346
C22 -7.93098 1.15150 0.01493
C23 -3.72820 -4.97652 -8.48655
C24 -2.28328 -2.85850 -1.55085
C25 6.86487 -1.97142 4.94767
C26 4.34821 4.21748 3.35693
C27 -10.12994 1.25458 5.36837
C28 -2.21144 -3.57268 -0.21406
C29 -9.63943 1.60541 8.84952
C30 6.78359 5.52459 -1.56710
C31 4.89154 2.38519 -0.87298
C32 -7.01921 1.58621 2.18904
C33 -9.31814 5.11869 9.28007
C34 -0.11868 -4.70159 -10.16545
C35 -1.59130 -4.79140 -3.91322
C36 -0.79125 -5.41683 0.36548
C37 5.36228 1.14183 -0.07088
C38 6.37766 0.10014 3.38470
C39 4.16039 2.02396 -2.21683
C40 2.59779 -0.22557 -1.60406
C41 6.06027 1.45080 1.26487
C42 -3.98372 -4.76415 -3.98193
C43 -2.78718 -6.82907 -7.29949
C44 -6.41549 -2.31920 2.26758
C45 6.63903 0.14619 1.87162
H1 0.21616 -3.99773 -8.21926
H2 -1.82085 -7.33103 -7.37772
H3 6.42039 5.70130 5.31841
H4 2.70441 4.16760 1.99745
H5 8.61466 4.32023 -1.45696
H6 5.57691 4.11220 1.25606
H7 -7.95217 -1.09172 1.36812
H8 6.73016 4.02858 -3.03103
H9 -10.24050 0.05832 7.48743
H10 -4.48888 -1.86606 3.82543
H11 -11.54311 1.07648 8.11243
H12 -7.99598 2.07514 2.26797
H13 1.84271 -1.70277 -2.77929
H14 -3.19359 -3.44957 0.25953
H15 6.39487 1.11959 3.77539
H16 -4.75002 -4.62498 -3.21794
H17 -1.05081 -5.67125 -4.28551
H18 6.41843 5.70389 -0.55522
H19 -3.54360 -7.57741 -7.04424
H20 5.33714 1.84322 1.97938
H21 3.08422 3.56354 -0.41694
H22 3.90083 -1.59392 -0.76763
H23 -1.76839 -4.12909 -4.76785
H24 5.30550 2.64251 -5.16781
H25 8.66270 5.80346 -0.54524
H26 4.45884 0.58925 0.17801
H27 7.70148 0.08540 1.64460
H28 -9.21986 6.20457 9.18785
H29 -7.09316 1.15446 4.23885
H30 8.12181 4.34081 4.54978
H31 -0.05439 -4.61958 0.50334
H32 0.22482 -3.83539 -3.48682
H33 -7.79751 2.00237 -0.65991
H34 0.23446 -3.75832 -10.59602
H35 -2.91715 -3.96779 -10.22384
H36 0.67434 -0.80011 -2.03487
H37 -4.68142 -5.06239 -9.02322
H38 -9.48008 0.39340 5.54572
H39 -7.12327 4.18870 8.76416
H40 2.23246 1.86916 -1.33382
H41 -3.54814 -2.94122 -8.95493
H42 -0.34441 -4.80939 -2.14723
H43 5.51171 4.24600 5.70880
H44 -3.81808 -3.80486 -4.48066
H45 -9.58236 1.97188 4.75323
H46 2.77427 3.65269 -2.37369
H47 -0.33652 -6.20474 -0.23759
H48 6.56592 6.37567 -2.21152
H49 6.02724 0.52063 -0.66291
H50 -3.46858 -2.42838 2.47714
H51 -10.34757 4.89053 9.56063
H52 -4.35149 -5.49473 -4.70908
H53 2.41610 0.51555 0.34970
H54 -1.04827 -5.83816 1.34208
H55 -7.98109 0.24181 -0.58586
H56 -9.99621 2.57127 9.21268
H57 6.89943 2.14380 1.14953
H58 -5.81808 0.27368 3.42998
H59 9.32145 5.37034 -3.31225
H60 -1.22214 -3.56140 -12.11392
H61 -1.47718 -3.07390 0.42956
H62 -2.41538 -4.82723 -12.44877
H63 2.30549 1.35724 -2.98333
H64 -11.01448 0.92866 4.81239
H65 -8.65810 4.76540 10.07656
H66 4.60989 -0.75754 -1.98863
H67 6.79120 2.41975 -1.60897
H68 7.09656 2.89291 4.68356
H69 6.78832 -0.09842 -3.31687
H70 -3.66112 -0.69218 2.79131
H71 8.59524 6.81186 -2.96395
H72 3.59060 2.46090 0.82180
H73 7.06783 3.88418 3.22326
H74 4.23042 5.28703 -1.96436
H75 -8.10163 2.23637 6.62769
H76 6.14112 -0.69586 1.39005
H77 6.64498 3.43834 -0.36231
H78 -7.28198 4.45053 7.02484
H79 0.74845 -5.36913 -10.08030
H80 5.36443 -0.25915 3.55445
H81 4.78045 5.11945 -3.60772
H82 -0.75324 -5.01250 -13.03630
H83 -3.96220 -4.70608 -7.45074
H84 -6.63793 2.20496 7.58929
H85 3.47468 5.74779 2.14470
H86 -6.25568 2.36057 2.33932
H87 -6.58384 -3.07609 1.49160
H88 -9.76129 0.89678 9.67304
H89 3.47020 3.24039 -3.89668
H90 -3.16584 -3.16387 -2.11505
H91 1.98514 -1.08241 0.18200
H92 -8.47813 -2.20008 2.61598
H93 -8.87818 1.26366 0.54855
H94 -6.25889 -2.84846 3.21323
H95 4.63061 5.22844 0.26022
H96 -0.82146 -5.41097 -8.24968
H97 -2.72398 -6.08913 -6.49688
H98 -2.42710 -1.80040 -1.31465

Forces on the atoms, in the same order (eV/Å):
S 0.229 0.412 0.361
S 0.063 0.004 0.048
P -1.131 -0.981 -0.532
F -0.482 0.120 0.188
F -0.038 -0.010 -0.107
F 0.025 -0.073 -0.127
F 0.064 0.011 0.035
F 0.007 -0.020 -0.072
F -0.046 -0.027 -0.060
F -0.060 0.008 -0.054
F 0.361 -0.216 0.249
F 0.049 0.066 0.113
O 0.118 0.038 -0.200
O 0.022 0.226 0.111
O -0.180 0.086 0.134
O 0.281 -0.133 -0.315
O 0.182 0.216 0.026
O -0.090 0.189 0.080
O 0.166 -0.065 -0.032
O -0.076 -0.182 0.028
O -0.141 0.012 0.130
O 0.174 0.135 -0.025
O 0.031 0.172 0.132
O -0.113 0.154 0.074
O -0.027 -0.187 0.076
O 0.130 -0.107 0.133
O 0.188 0.080 0.047
O 0.213 0.477 -0.280
N 0.106 0.198 -0.235
N 0.250 0.005 -0.050
N 0.178 0.056 0.060
N 0.238 0.148 -0.594
N -0.048 -0.370 -0.001
C -0.069 0.071 -0.173
C -0.079 0.032 -0.064
C -0.427 0.082 -0.044
C -0.102 0.049 0.387
C 0.039 -0.108 0.132
C 0.058 0.239 -0.021
C -0.116 -0.032 0.032
C 0.112 -0.007 -0.284
C -0.034 0.312 0.201
C 0.136 -0.092 0.087
C 0.104 0.176 -0.051
C 0.036 -0.088 -0.018
C 0.037 0.295 -0.115
C 0.085 0.674 -0.320
C 0.055 -0.026 -0.120
C -0.185 0.169 0.124
C -0.183 -0.071 -0.029
C 0.148 -0.005 0.127
C 0.038 -0.069 -0.192
C -0.128 0.020 -0.115
C -0.225 -0.043 0.249
C 0.073 0.022 -0.039
C -0.202 -0.062 0.020
C -0.209 0.042 -0.084
C 0.148 0.018 -0.300
C -0.336 -0.555 0.431
C -0.038 0.032 -0.011
C -0.128 -0.015 0.218
C -0.070 0.076 0.132
C 0.611 -0.585 0.070
C -0.184 -1.008 0.609
C 0.021 0.203 -0.034
C -0.024 0.048 -0.060
C 0.168 -0.084 -0.113
C -0.022 -0.173 -0.143
C -0.079 -0.050 0.020
C 0.181 0.598 0.289
C 0.056 0.148 -0.315
C 0.577 0.907 0.055
C -0.576 -0.268 0.395
C -0.030 -0.701 0.009
C -0.001 -0.133 0.024
C -0.026 -0.084 -0.065
C 0.065 -0.196 -0.068
C -0.305 0.219 -0.074
H 0.000 -0.009 0.019
H -0.024 -0.033 -0.024
H -0.085 0.008 -0.130
H 0.025 -0.026 0.105
H 0.023 0.021 -0.008
H 0.039 0.048 -0.028
H 0.202 0.072 -0.004
H -0.117 -0.315 0.057
H 0.070 0.027 -0.056
H -0.037 -0.009 0.002
H 0.009 -0.100 0.038
H -0.051 -0.068 -0.041
H -0.060 -0.028 -0.019
H 0.026 0.128 0.015
H 0.078 -0.124 0.039
H 0.012 -0.051 0.014
H 0.075 0.071 -0.087
H -0.254 0.216 -0.147
H -0.010 0.039 0.084
H 0.116 0.326 -0.076
H 0.098 0.014 -0.040
H -0.038 0.059 0.062
H -0.057 0.051 0.040
H 0.288 0.046 -0.165
H -0.019 0.013 -0.046
H 0.150 -0.236 -0.221
H 0.007 -0.138 0.036
H 0.052 0.001 0.041
H 0.018 -0.007 0.015
H 0.017 -0.097 0.048
H 0.012 0.009 -0.005
H 0.001 0.009 -0.004
H -0.053 0.033 0.028
H -0.088 0.031 -0.021
H 0.093 -0.196 0.058
H -0.062 -0.065 -0.078
H -0.029 0.068 0.058
H 0.004 -0.018 -0.026
H -0.072 -0.022 0.068
H -0.010 -0.063 -0.001
H 0.005 0.014 -0.026
H -0.210 -0.040 0.024
H -0.006 -0.025 -0.064
H -0.007 0.001 -0.029
H -0.049 0.014 -0.021
H 0.002 0.018 -0.128
H -0.028 -0.018 0.013
H -0.214 0.119 0.204
H -0.136 -0.117 -0.110
H 0.012 -0.031 0.102
H -0.007 0.022 -0.026
H -0.023 0.075 -0.061
H 0.082 -0.140 0.118
H 0.036 0.049 0.035
H 0.029 0.014 -0.014
H 0.014 0.052 -0.204
H -0.112 0.211 0.133
H -0.019 -0.056 -0.219
H -0.045 0.067 -0.089
H -0.002 0.014 0.004
H 0.086 -0.054 -0.039
H 0.017 -0.039 -0.014
H 0.078 -0.062 0.022
H 0.024 -0.070 0.002
H 0.003 -0.013 0.008
H -0.025 0.044 -0.108
H -0.010 -0.029 0.011
H 0.102 0.077 -0.014
H 0.247 0.081 0.104
H 0.017 -0.016 -0.038
H 0.051 0.055 -0.010
H 0.001 -0.034 -0.092
H -0.009 0.025 0.033
H 0.032 -0.015 -0.021
H -0.172 0.113 0.082
H 0.160 -0.105 0.031
H -0.255 -0.020 0.179
H 0.087 -0.011 0.048
H 0.076 0.085 0.007
H 0.023 -0.033 0.155
H 0.063 0.016 0.059
H 0.028 0.060 -0.007
H 0.080 -0.036 0.036
H 0.001 -0.018 -0.023
H 0.054 -0.050 0.064
H -0.069 0.050 0.062
H -0.038 -0.078 0.071
H 0.003 0.015 0.018
H 0.026 -0.020 0.062
H 0.080 -0.208 0.029
H -0.081 -0.015 0.044
H -0.011 0.001 -0.007
H -0.012 -0.005 0.008
H 0.034 0.075 0.043
H 0.137 -0.077 0.028
H -0.109 -0.033 -0.173
H 0.003 -0.007 0.019
H -0.002 0.007 -0.014

Computed properties:
Molecular weight (g mol⁻¹): 1231.4
E_HOMO (eV): -9.90
Net charge: +1